Computed, not measured: 11 unconnected molecules or ions with the total composition C42H103N5O18 at a distorted geometry, with the ωB97M-V functional and the def2-TZVPD basis.

Values from the calculation:
E_tot = -3289.891320 Eh
Charge = 0
SMILES = CC1(C)CCCC(C)(C)N1O.CC1(C)CCCC(C)(C)N1O.CC1(C)CCCC(C)(C)N1O.NC(N)=O.OCCO.OCCO.OCCO.OCCO.OCCO.OCCO.OCCO
LUMO = 0.27 eV
F_max = 0.06138 Eh/bohr

Element x y z (Å)
1 C 17.98680 -17.32819 1.57259
2 C 16.54799 -16.83420 1.40384
3 O 16.09888 -16.08490 2.55960
4 O 18.81680 -16.21387 1.52316
5 H 18.19199 -18.01638 0.73664
6 H 18.04497 -17.91641 2.49201
7 H 15.92915 -17.74336 1.38463
8 H 16.45792 -16.34312 0.42659
9 H 16.46841 -15.19057 2.48484
10 H 19.70602 -16.46129 1.26419
11 C 6.65385 -15.69714 3.47712
12 C 5.28586 -15.85079 4.09911
13 O 5.05691 -17.24110 4.42208
14 O 6.94258 -16.61599 2.47846
15 H 7.40190 -15.81921 4.28217
16 H 6.80744 -14.67034 3.14871
17 H 4.55232 -15.53687 3.33803
18 H 5.19179 -15.17565 4.95485
19 H 4.11920 -17.42348 4.33630
20 H 6.61607 -17.47210 2.78900
21 C 7.38303 -15.83786 8.00191
22 C 6.84588 -17.21864 7.73678
23 O 7.23068 -17.64478 6.36139
24 O 6.73699 -14.82108 7.28297
25 H 8.44889 -15.79083 7.80045
26 H 7.28632 -15.64076 9.07977
27 H 5.75219 -17.26944 7.78497
28 H 7.32602 -17.97321 8.36893
29 H 6.45989 -17.66168 5.77556
30 H 5.78220 -14.91975 7.34993
31 C 15.20884 -9.52984 4.84228
32 C 14.97404 -9.91177 3.36728
33 O 16.04367 -10.69275 2.90922
34 O 16.53853 -8.97923 5.09170
35 H 15.22592 -10.48519 5.39175
36 H 14.49852 -8.76486 5.15508
37 H 14.96252 -9.00511 2.76723
38 H 14.08854 -10.52956 3.49413
39 H 16.86372 -10.19634 2.99540
40 H 17.12534 -9.72575 5.23607
41 C 11.86662 -9.42859 8.56149
42 C 10.46176 -9.62290 9.08466
43 O 10.49671 -10.37839 10.29562
44 O 12.60467 -8.78167 9.56062
45 H 11.91567 -8.76976 7.69727
46 H 12.27841 -10.40613 8.29975
47 H 9.92187 -10.22097 8.34837
48 H 10.04156 -8.62469 9.22032
49 H 10.62020 -9.75789 11.02308
50 H 13.11430 -9.44951 10.02962
51 C 14.94009 -19.82320 4.16450
52 C 15.40311 -18.77673 5.18127
53 O 14.97827 -19.11095 6.54195
54 O 13.58596 -19.47119 3.72008
55 H 14.87381 -20.79332 4.66578
56 H 15.56142 -19.84788 3.25891
57 H 14.87906 -17.86089 4.88969
58 H 16.48670 -18.76956 5.28625
59 H 14.03452 -18.87058 6.72860
60 H 12.95991 -20.16290 3.90581
61 C 10.45596 -17.86216 5.88744
62 C 11.41676 -18.05264 7.01263
63 O 12.19701 -19.23725 6.84232
64 O 9.56909 -18.88528 5.68298
65 H 11.01170 -17.69109 4.95847
66 H 9.95929 -16.89127 6.04815
67 H 10.96671 -18.20642 7.99453
68 H 12.11250 -17.22097 6.98444
69 H 11.59888 -19.98479 6.73560
70 H 8.69813 -18.43032 5.91108
71 C 10.87533 -14.68564 9.84940
72 O 9.78331 -14.88603 10.42059
73 N 11.44271 -13.39287 9.80378
74 N 11.54691 -15.71912 9.15927
75 H 12.37338 -13.25069 9.47456
76 H 10.93444 -12.61197 10.17943
77 H 12.28249 -15.55201 8.51806
78 H 11.05660 -16.58543 9.28351
79 C 10.66408 -11.89072 4.46921
80 C 10.73274 -13.37910 4.82389
81 C 10.17416 -14.26102 3.71358
82 C 11.19019 -14.64395 2.64256
83 C 12.36204 -15.36679 3.26689
84 C 13.07503 -14.46674 4.27101
85 N 12.10392 -13.75809 5.10273
86 O 12.72306 -13.00012 6.13234
87 C 13.94127 -15.38299 5.06545
88 C 13.94601 -13.48905 3.44646
89 C 9.88507 -13.64089 6.06270
90 H 9.66114 -11.57482 4.18670
91 H 11.43646 -11.64091 3.73779
92 H 10.92301 -11.30877 5.36147
93 H 9.86776 -15.14134 4.29361
94 H 9.27923 -13.85883 3.23591
95 H 11.54882 -13.71889 2.16489
96 H 10.64075 -15.21097 1.88667
97 H 13.06480 -15.64794 2.47309
98 H 12.05650 -16.32990 3.69420
99 H 13.42052 -16.13430 5.66577
100 H 14.56666 -15.97059 4.38615
101 H 14.61371 -14.86883 5.75877
102 H 14.74404 -13.08701 4.08512
103 H 14.48889 -14.12167 2.73159
104 H 13.47870 -12.71051 2.85182
105 H 10.21458 -13.14575 6.97766
106 H 9.97408 -14.69188 6.38158
107 H 8.83015 -13.51354 5.81005
108 H 13.16651 -12.22836 5.71031
109 C 12.90423 -16.06908 -1.07331
110 C 11.53033 -16.54607 -1.54821
111 C 11.66795 -16.97281 -3.01808
112 C 12.02303 -18.45630 -3.33238
113 C 11.21194 -19.36670 -2.40551
114 C 11.35545 -19.00072 -0.94274
115 N 10.96289 -17.63218 -0.79016
116 O 10.55839 -17.24238 0.48039
117 C 10.44730 -19.93056 -0.17236
118 C 12.79376 -19.25729 -0.46780
119 C 10.51724 -15.40317 -1.56883
120 H 13.14154 -15.02246 -1.28959
121 H 13.72744 -16.66177 -1.48316
122 H 13.00051 -16.11847 0.02514
123 H 10.70541 -16.81653 -3.52150
124 H 12.43852 -16.39407 -3.54309
125 H 13.09143 -18.66186 -3.21274
126 H 11.71846 -18.66074 -4.35718
127 H 11.63218 -20.37615 -2.50637
128 H 10.17516 -19.34182 -2.73796
129 H 10.21771 -19.57024 0.83697
130 H 9.44285 -19.97070 -0.61391
131 H 10.84616 -20.93652 -0.10406
132 H 13.55393 -19.04484 -1.21358
133 H 12.99682 -18.64627 0.42710
134 H 12.91130 -20.25411 -0.03580
135 H 10.63810 -14.71502 -2.39598
136 H 10.45566 -14.92443 -0.58665
137 H 9.53263 -15.88124 -1.63359
138 H 11.38877 -17.22464 1.00741
139 C 14.33705 -9.10256 0.07763
140 C 13.12664 -9.75734 -0.62214
141 C 12.34338 -10.62985 0.36972
142 C 11.51578 -9.72502 1.28084
143 C 10.57370 -8.89984 0.44638
144 C 11.22729 -8.08769 -0.65831
145 N 12.25097 -8.86039 -1.31538
146 O 12.92541 -8.11674 -2.35297
147 C 10.12326 -7.73029 -1.64524
148 C 11.72419 -6.76644 -0.03451
149 C 13.67368 -10.75589 -1.64723
150 H 13.87166 -8.40872 0.78419
151 H 14.78853 -8.42946 -0.65830
152 H 15.02321 -9.82957 0.48523
153 H 11.59310 -11.21706 -0.16729
154 H 13.11066 -11.25769 0.81500
155 H 12.19820 -9.05751 1.80772
156 H 10.94055 -10.36853 1.94369
157 H 9.98541 -8.26716 1.13092
158 H 9.69661 -9.43404 0.04317
159 H 10.37644 -6.98523 -2.40663
160 H 9.81246 -8.60819 -2.22685
161 H 9.25825 -7.35387 -1.09720
162 H 12.36636 -6.93432 0.83942
163 H 12.33334 -6.14374 -0.69337
164 H 10.85799 -6.19211 0.29948
165 H 14.14832 -11.61534 -1.16009
166 H 14.32221 -10.26783 -2.37679
167 H 12.90016 -11.26841 -2.24218
168 H 12.44343 -8.39212 -3.14481